## A
18
Properties=species:S:1:pos:R:3 method="wB97M-V/def2-TZVPD" gap_ev=7.75 smiles="C=CC.CSC" homo_ev=-7.249 multiplicity=1
C -3.38257 2.37882 -2.39021
C -2.26559 1.63005 -2.27847
C -0.94316 1.31906 -2.84745
H -3.87729 2.69250 -1.45501
H -4.07359 1.84452 -3.04888
H -2.57461 0.98402 -1.56017
H -0.34933 0.91087 -2.14767
H -1.26625 0.47575 -3.62075
H -0.50687 2.13569 -3.31909
C 0.90953 -2.42280 2.91375
S 2.04162 -1.97840 1.46570
C 3.33608 -0.90107 2.07452
H 0.66936 -3.40920 2.73788
H 0.05295 -1.86724 3.00896
H 1.40128 -2.21654 3.91175
H 3.42238 -0.03138 1.30648
H 2.96877 -0.35210 2.99418
H 4.43729 -1.19255 2.25450

## B
18
Properties=species:S:1:pos:R:3 method="wB97M-V/def2-TZVPD" gap_ev=8.20 smiles="C=S(=C)(C)CC" homo_ev=-7.514 multiplicity=1
C 0.37465 -0.32472 1.81412
S 0.56622 -0.37838 0.14535
C 0.46741 -1.95215 -0.20458
C 1.70976 1.11260 -0.03835
C -0.77019 0.55395 -0.98205
C -2.11079 0.11339 -0.43608
H 0.70485 0.59756 2.19253
H -0.23327 -1.06107 2.18539
H 0.45213 -2.18618 -1.22849
H 1.21563 -2.53075 0.40071
H 1.77500 1.48645 -1.06151
H 1.44613 1.76092 0.77085
H 2.78700 0.78446 0.31577
H -0.64452 1.62002 -0.96979
H -0.59286 0.35294 -2.00954
H -2.83600 0.92834 -0.41086
H -2.44689 -0.69775 -1.04575
H -1.86424 -0.17965 0.56227

A (5.2 kJ/mol below the next structure)

## A
7
Properties=species:S:1:pos:R:3 method="wB97M-V/def2-TZVPD" gap_ev="7.59 / 7.59" homo_ev="-9.211 / -9.207" multiplicity=1
C 0.21165 -0.27939 -0.02376
N 0.90703 -1.07618 -0.67826
O 0.93692 -2.04286 -1.37808
O -0.02282 2.28507 0.87575
P -0.47701 1.58685 -0.30600
I -2.10802 -0.34349 0.51204
H 0.55224 -0.12999 0.99831

## B
7
Properties=species:S:1:pos:R:3 method="wB97M-V/def2-TZVPD" gap_ev=8.40 smiles="C#[N+][O-].O=PI" homo_ev=-9.730 multiplicity=1
C -0.26979 0.76592 -0.57284
N -0.47486 1.89987 -0.42454
O -0.68563 2.97166 -0.03254
H 0.21139 0.02792 -0.99205
O -2.48110 -1.62490 -1.66752
P -2.50882 -1.11429 -0.32962
I -4.55665 0.22488 0.13566

B (75.5 kJ/mol below the next structure)

## A
14
Properties=species:S:1:pos:R:3 method="wB97M-V/def2-TZVPD" total_charge=+1 gap_ev="9.39 / 4.42" homo_ev="-13.526 / -13.526" multiplicity=2
N -2.32182 -0.72103 1.51112
C -0.95550 -0.02535 1.62755
C 1.10337 -0.90797 0.59507
C 0.20699 -0.94360 1.64704
H -2.67953 -1.39198 2.24297
H -2.40500 -1.36199 0.68743
H -0.85664 0.65537 2.45504
H -0.99533 0.72700 0.74373
H 2.01588 -1.51547 0.56367
H 0.89906 -0.37649 -0.28778
H 0.20580 -1.44901 2.59803
H 2.56501 2.69674 -5.07935
H 1.53285 2.43977 -4.16250
O 1.68488 2.17401 -5.14201

## B
14
Properties=species:S:1:pos:R:3 method="wB97M-V/def2-TZVPD" total_charge=+1 gap_ev="7.39 / 6.86" homo_ev="-15.573 / -15.062" multiplicity=2
C -0.97312 -0.35710 -0.28523
C 0.05873 0.22237 0.39049
C 1.16169 -0.58729 0.87061
O 3.10178 -0.21809 -0.58800
N -3.41675 0.93045 -0.15008
H -1.99091 0.17784 -0.21858
H -1.09482 -1.43673 -0.36653
H 0.23651 1.25256 0.68434
H 2.12528 -0.39237 0.04522
H 0.93138 -1.64825 0.85000
H 1.61924 -0.01174 1.67600
H 3.35772 -0.51492 -1.48010
H -4.01720 0.50470 -0.85882
H -3.97347 1.58089 0.40507

A (375.7 kJ/mol below the next structure)

## A
16
Properties=species:S:1:pos:R:3 method="wB97M-V/def2-TZVPD" gap_ev=10.32 smiles="CS(=O)(=O)C#CN.C#[N+][O-]" homo_ev=-9.640 multiplicity=1
C 0.14542 -1.27840 2.37666
S 0.44702 -1.43998 0.55990
O 0.16773 -2.80051 0.14663
O 1.75168 -0.94824 0.19568
C -0.64621 -0.37429 -0.27370
C -1.33331 0.24771 -1.04096
N -2.23060 0.97456 -1.67546
H 1.09327 -0.86206 2.82506
H -0.57028 -0.43895 2.35198
H -0.13360 -2.32709 2.81266
H -1.98722 1.58992 -2.45445
H -2.97229 0.42262 -2.14889
C 2.46745 0.51961 -2.48963
N 1.48199 1.02457 -2.80009
O 0.43678 1.31407 -3.32301
H 3.10574 0.08607 -1.75192

## B
16
Properties=species:S:1:pos:R:3 method="wB97M-V/def2-TZVPD" gap_ev=9.91 homo_ev=-9.932 multiplicity=1
C -1.09685 -1.16716 1.30071
C -2.03196 -1.14728 0.37427
C -0.22535 0.49935 -0.09887
C 0.71042 1.50252 -0.56874
N -0.12183 -0.17618 1.10127
N -1.24933 0.12532 -0.83954
O -2.92157 0.41305 -2.76315
O -1.49715 2.28627 -2.04727
O -0.36146 0.47696 -3.09780
S -1.58708 0.95179 -2.45969
H -0.96766 -1.70253 2.13950
H -3.02197 -1.48631 0.12411
H 0.51972 2.48118 -0.16632
H 1.78332 1.44550 -0.26301
H 0.55960 1.63780 -1.64603
H 0.72817 -0.01023 1.60418

## C
16
Properties=species:S:1:pos:R:3 method="wB97M-V/def2-TZVPD" gap_ev=8.83 homo_ev=-8.305 multiplicity=1
C -0.95168 -0.66524 -2.14383
C -0.60805 -1.87730 -1.96604
C 0.11128 -0.69311 -0.30887
C 0.86933 0.24024 1.67721
N -0.51053 0.15335 -1.11169
N 1.82746 1.06902 1.39299
O -0.94769 1.92122 0.50598
O -1.88509 0.12988 1.87423
O 0.15212 -1.90586 -0.72071
S -0.90934 1.16018 1.86546
H -1.46836 -0.31860 -3.09659
H -0.45266 -2.69586 -2.63262
H 1.11855 -0.62537 2.35999
H 2.77071 1.07260 1.74951
H 1.73606 1.91094 0.82189
H -0.85209 1.12390 -0.26690

B (145.2 kJ/mol below the next structure)

## A
12
Properties=species:S:1:pos:R:3 method="wB97M-V/def2-TZVPD" gap_ev="7.18 / 7.18" smiles="C=[SiH]C[SiH2]Cl" homo_ev="-7.618 / -7.617" multiplicity=1
C 0.42506 -1.81264 -0.91140
Si 0.64415 -1.17304 0.73141
C -0.66619 0.05741 0.90520
Si -0.41707 1.51909 -0.33509
Cl 1.56655 1.39412 -0.68320
H 0.22126 -1.01869 -1.71450
H 0.97823 -2.65001 -1.29705
H 1.86397 -0.97406 1.57156
H -0.51445 0.33054 1.98440
H -1.75608 -0.09582 0.75692
H -1.33897 1.85465 -1.47064
H -1.00648 2.56845 0.46239

## B
12
Properties=species:S:1:pos:R:3 method="wB97M-V/def2-TZVPD" gap_ev=8.73 homo_ev=-8.726 multiplicity=1
C 0.21505 -1.21775 -0.53890
C 0.58600 1.57394 0.13609
Si -0.95253 -0.41449 0.74506
Si 1.64010 0.19697 -0.50373
Cl 2.79219 -0.38048 1.06621
H 0.68976 -2.31069 -0.41782
H -0.21836 -1.34355 -1.45813
H 0.00424 2.16244 -0.62001
H 0.88494 2.24337 0.87549
H -2.41685 -0.09857 0.30544
H -0.71749 -1.11705 1.92881
H 2.30258 0.24764 -1.83470

## C
12
Properties=species:S:1:pos:R:3 method="wB97M-V/def2-TZVPD" gap_ev=8.93 smiles="[SiH3][SiH2]/C=C/Cl" homo_ev=-8.724 multiplicity=1
Si 1.62989 1.37150 -0.49835
Si 0.31717 -0.56856 -0.90915
C -0.56305 -1.22310 0.57717
C -1.83985 -0.50122 1.08195
Cl -2.52244 -0.90958 2.53378
H 2.71488 1.53734 -1.37748
H 0.65245 2.32462 -0.75550
H 1.98095 1.74210 0.96944
H -0.84861 0.01296 -1.74791
H 0.85363 -1.94167 -1.49179
H -0.17620 -2.04055 1.29541
H -2.19882 0.19617 0.32243

B (132.0 kJ/mol below the next structure)